1.
Computed, not measured: an isolated ion of composition C6H12NO2 and charge +1, with the ωB97M-V functional and the def2-TZVPD basis.

Bonds (Å) are listed after each position.
Cartesian coordinates (Å):
1 C 0.351 1.917 -0.198  N7 1.675, O8 1.187, O9 1.233
2 C -1.677 0.923 -0.116  C3 1.516, O9 1.428, H10 1.083, H11 1.105
3 C -0.718 -0.172 -0.542  C2 1.516, C4 1.531, N7 1.479, H12 1.109
4 C -1.089 -1.621 -0.216  C3 1.531, H13 1.135, H14 1.087, H15 1.062
5 C 1.751 -0.089 -0.716  N7 1.477, H16 1.084, H17 1.079, H18 1.095
6 C 0.622 -0.169 1.482  N7 1.484, H19 1.072, H20 1.069, H21 1.086
7 N 0.554 0.276 0.068  C1 1.675, C3 1.479, C5 1.477, C6 1.484
8 O 1.287 2.618 -0.400  C1 1.187
9 O -0.868 2.098 -0.163  C1 1.233, C2 1.428
10 H -2.548 1.052 -0.746  C2 1.083
11 H -1.838 0.724 0.959  C2 1.105
12 H -0.445 -0.060 -1.611  C3 1.109
13 H -1.082 -1.891 0.886  C4 1.135
14 H -0.400 -2.197 -0.828  C4 1.087
15 H -2.032 -1.824 -0.662  C4 1.062
16 H 1.905 -1.159 -0.634  C5 1.084
17 H 1.675 0.082 -1.779  C5 1.079
18 H 2.621 0.396 -0.264  C5 1.095
19 H 1.052 -1.150 1.530  C6 1.072
20 H 1.242 0.515 2.020  C6 1.069
21 H -0.362 -0.267 1.931  C6 1.086

**HOMO level**: -0.586 hartree
**M**: 130.167 g mol⁻¹
**Charge**: +1
**Energy relative to the best compared isomer or geometry (same formula, charge and spin)**: 21.1 kJ/mol
**Total energy**: -11994.0954 eV
**Lowest unoccupied orbital energy**: -2.787 eV
**HOMO-LUMO gap**: 13.15 eV
**Multiplicity**: 1



2.
Computed, not measured: one molecule with the formula C6H12NO6PS, with the ωB97M-V functional and the def2-TZVPD basis.

Bonds (Å) are listed after each position.
Cartesian coordinates (Å):
1 C -2.359 -2.125 -1.720  C5 1.476, N7 1.142
2 C 0.128 -1.261 2.621  O11 1.431, H16 1.131, H17 1.143, H18 1.180
3 C 2.259 -0.354 -1.409  O12 1.414, H19 1.064, H20 1.107, H21 1.097
4 C 1.039 3.438 -0.282  O13 1.444, H22 0.999, H23 1.106, H24 1.132
5 C -1.789 -2.287 -0.368  C1 1.476, C6 1.460, H25 1.089, H26 1.146
6 C -0.336 -2.170 -0.278  C5 1.460, P14 1.686, H27 1.078
7 N -2.837 -1.860 -2.722  C1 1.142
8 O -0.711 0.724 -0.521  P14 1.656, S15 1.626
9 O -1.730 2.918 -0.481  S15 1.404
10 O -1.693 1.660 1.596  S15 1.396
11 O -0.142 -0.263 1.633  C2 1.431, P14 1.579
12 O 1.664 -0.348 -0.126  C3 1.414, P14 1.609
13 O 0.346 2.604 0.672  C4 1.444, S15 1.579
14 P 0.089 -0.584 0.104  C6 1.686, O8 1.656, O11 1.579, O12 1.609
15 S -1.092 2.018 0.388  O8 1.626, O9 1.404, O10 1.396, O13 1.579
16 H -0.346 -2.271 2.434  C2 1.131
17 H -0.129 -0.746 3.608  C2 1.143
18 H 1.251 -1.624 2.633  C2 1.180
19 H 2.907 -1.181 -1.568  C3 1.064
20 H 2.735 0.605 -1.690  C3 1.107
21 H 1.458 -0.466 -2.150  C3 1.097
22 H 1.790 2.879 -0.628  C4 0.999
23 H 1.381 4.380 0.185  C4 1.106
24 H 0.226 3.630 -1.046  C4 1.132
25 H -2.075 -3.288 -0.049  C5 1.089
26 H -2.197 -1.459 0.311  C5 1.146
27 H 0.163 -2.569 -1.146  C6 1.078

**HOMO level**: -0.319 hartree
**M**: 257.204 g mol⁻¹
**Total energy**: -40313.3516 eV
**Lowest unoccupied orbital energy**: 0.499 eV
**HOMO-LUMO gap**: 9.19 eV
**Multiplicity**: 1



3.
Computed, not measured: a 2-piece molecular cluster, C6H12NOS overall, with the ωB97M-V functional and the def2-TZVPD basis.

Bonds (Å) are listed after each position.
Cartesian coordinates (Å):
1 C -2.773 1.444 -0.239  C4 1.299, O8 1.198
2 C 1.220 -0.701 -0.533  C3 1.435, C6 1.426, S9 1.865, H10 1.110
3 C 1.403 0.570 -1.172  C2 1.435, N7 1.475, S9 1.846
4 C -3.760 1.305 0.594  C1 1.299, H12 1.169, H13 1.043
5 C 0.363 -0.693 1.737  C6 1.499, H14 1.091, H15 1.112, H16 1.074
6 C 1.568 -0.772 0.848  C2 1.426, C5 1.499, H17 1.132, H18 1.064
7 N 0.460 0.849 -2.272  C3 1.475, H19 1.057, H20 1.022, H21 1.108
8 O -1.966 1.545 -1.119  C1 1.198
9 S 2.595 -0.695 -1.792  C2 1.865, C3 1.846, H11 1.411
10 H 0.573 -1.494 -0.963  C2 1.110
11 H 3.630 -0.403 -0.879  S9 1.411
12 H -4.857 1.204 0.204  C4 1.169
13 H -3.489 1.150 1.589  C4 1.043
14 H -0.372 -1.477 1.548  C5 1.091
15 H -0.142 0.298 1.769  C5 1.112
16 H 0.673 -0.975 2.727  C5 1.074
17 H 1.734 -1.847 1.160  C6 1.132
18 H 2.348 -0.062 0.988  C6 1.064
19 H 0.571 0.205 -3.103  N7 1.057
20 H 0.517 1.772 -2.707  N7 1.022
21 H -0.529 0.850 -1.773  N7 1.108

**HOMO level (spin up / spin down)**: -0.359 / -0.459 hartree
**M**: 146.235 g mol⁻¹
**Charge**: +1
**⟨S²⟩**: 2.0075
**Energy relative to the best compared isomer or geometry (same formula, charge and spin)**: 211.6 kJ/mol
**Total energy**: -20774.7449 eV
**Lowest unoccupied orbital energy (spin up / spin down)**: -3.105 / -5.970 eV
**HOMO-LUMO gap (spin up / spin down)**: 6.68 / 6.53 eV
**Multiplicity**: 3



4.
Computed, not measured: one molecule with the formula C6H12NP, with the ωB97M-V functional and the def2-TZVPD basis.

Bonds (Å) are listed after each position.
Cartesian coordinates (Å):
1 C 3.458 -0.788 -1.731  C2 1.503, N7 1.242, H9 1.172
2 C 2.028 -0.895 -1.281  C1 1.503, P8 1.676, H10 1.143
3 C -0.602 1.503 -1.059  C6 1.559, H11 1.077, H12 1.080, H13 1.133
4 C -2.386 0.860 0.516  C6 1.480, H14 1.116, H15 1.133, H16 1.120
5 C -0.312 -0.677 0.283  C6 1.600, P8 1.800, H17 1.044, H18 1.125
6 C -0.924 0.801 0.295  C3 1.559, C4 1.480, C5 1.600, H19 1.179
7 N 3.964 -1.492 -2.620  C1 1.242, H20 0.985
8 P 1.487 -0.626 0.283  C2 1.676, C5 1.800
9 H 4.081 -0.094 -1.022  C1 1.172
10 H 1.280 -0.948 -2.144  C2 1.143
11 H -0.698 0.849 -1.909  C3 1.077
12 H -1.164 2.425 -1.101  C3 1.080
13 H 0.515 1.688 -1.109  C3 1.133
14 H -2.988 0.506 -0.355  C4 1.116
15 H -2.695 0.278 1.437  C4 1.133
16 H -2.687 1.938 0.565  C4 1.120
17 H -0.486 -1.265 -0.563  C5 1.044
18 H -0.652 -1.177 1.232  C5 1.125
19 H -0.354 1.462 1.088  C6 1.179
20 H 4.940 -1.615 -2.582  N7 0.985

**HOMO level**: -0.340 hartree
**M**: 129.143 g mol⁻¹
**Energy relative to the best compared isomer or geometry (same formula, charge and spin)**: 60.9 kJ/mol
**Total energy**: -17193.0328 eV
**Lowest unoccupied orbital energy**: -0.092 eV
**HOMO-LUMO gap**: 9.15 eV
**Multiplicity**: 1



5.
Computed, not measured: one molecule with the formula C6H12NP, with the ωB97M-V functional and the def2-TZVPD basis.

Bonds (Å) are listed after each position.
Cartesian coordinates (Å):
1 C 3.461 0.154 0.056  C2 1.465, N7 1.282, H9 1.093
2 C 2.040 -0.147 -0.133  C1 1.465, P8 1.747, H10 1.043
3 C -1.667 1.287 0.757  C6 1.507, H11 1.057, H12 1.140, H13 1.059
4 C -2.264 -1.175 0.156  C6 1.592, H14 1.085, H15 1.132, H16 1.129
5 C -0.649 0.072 -1.240  C6 1.502, P8 1.863, H17 1.133, H18 1.034
6 C -1.181 -0.008 0.162  C3 1.507, C4 1.592, C5 1.502, H19 1.051
7 N 4.189 -0.741 0.615  C1 1.282, H20 1.041
8 P 1.065 0.802 -1.229  C2 1.747, C5 1.863
9 H 3.805 1.177 -0.112  C1 1.093
10 H 1.755 -1.033 0.337  C2 1.043
11 H -2.678 1.333 0.452  C3 1.057
12 H -1.671 1.406 1.891  C3 1.140
13 H -1.276 2.105 0.209  C3 1.059
14 H -2.765 -1.176 -0.806  C4 1.085
15 H -1.797 -2.206 0.177  C4 1.132
16 H -2.983 -1.193 1.027  C4 1.129
17 H -1.325 0.834 -1.734  C5 1.133
18 H -0.773 -0.767 -1.834  C5 1.034
19 H -0.401 -0.448 0.713  C6 1.051
20 H 5.116 -0.274 0.539  N7 1.041

**HOMO level**: -0.332 hartree
**M**: 129.143 g mol⁻¹
**Energy relative to the best compared isomer or geometry (same formula, charge and spin)**: 66.2 kJ/mol
**Total energy**: -17192.9776 eV
**Lowest unoccupied orbital energy**: -0.471 eV
**HOMO-LUMO gap**: 8.55 eV
**Multiplicity**: 1



6.
Computed, not measured: an isolated ion of composition C6H12NS and charge +1, with the ωB97M-V functional and the def2-TZVPD basis.

Bonds (Å) are listed after each position.
Cartesian coordinates (Å):
1 C -1.848 -1.464 -0.426  C2 1.371, H9 1.102, H10 1.077
2 C -1.060 -0.361 -0.219  C1 1.371, C6 1.450, N7 1.339
3 C 0.758 0.956 -0.919  C4 1.504, N7 1.390, H11 1.088, H12 1.105
4 C 1.764 1.079 0.192  C3 1.504, S8 1.792, H13 1.035, H14 1.107
5 C 2.239 -1.509 0.478  S8 1.650, H15 1.123, H16 1.104
6 C -1.574 0.648 0.687  C2 1.450, H17 1.142, H18 1.033, H19 1.132
7 N 0.028 -0.225 -0.987  C2 1.339, C3 1.390, H20 0.999
8 S 3.051 -0.154 0.000  C4 1.792, C5 1.650
9 H -1.591 -2.195 -1.210  C1 1.102
10 H -2.615 -1.730 0.283  C1 1.077
11 H 0.196 1.883 -1.014  C3 1.088
12 H 1.199 1.147 -1.914  C3 1.105
13 H 2.221 2.000 0.076  C4 1.035
14 H 1.350 0.832 1.189  C4 1.107
15 H 1.165 -1.294 0.728  C5 1.123
16 H 2.851 -2.419 0.345  C5 1.104
17 H -0.872 0.714 1.585  C6 1.142
18 H -2.556 0.386 0.873  C6 1.033
19 H -1.671 1.692 0.261  C6 1.132
20 H 0.238 -0.940 -1.653  N7 0.999

**HOMO level (spin up / spin down)**: -0.424 / -0.424 hartree
**M**: 130.236 g mol⁻¹
**Charge**: +1
**Energy relative to the best compared isomer or geometry (same formula, charge and spin)**: 309.3 kJ/mol
**Total energy**: -18732.0481 eV
**Lowest unoccupied orbital energy (spin up / spin down)**: -6.299 / -6.297 eV
**HOMO-LUMO gap (spin up / spin down)**: 5.25 / 5.25 eV
**Multiplicity**: 1



7.
Computed, not measured: a 2-piece molecular cluster, C6H12NS overall, with the ωB97M-V functional and the def2-TZVPD basis.

Bonds (Å) are listed after each position.
Cartesian coordinates (Å):
1 C -0.820 1.833 -1.186  C4 1.307, H9 1.084, H10 1.076
2 C 0.597 0.105 0.869  C3 1.297, H11 1.068
3 C -0.125 0.400 1.906  C2 1.297, C5 1.497, H12 1.080
4 C -0.053 0.779 -1.086  C1 1.307, N7 1.452
5 C 0.277 -0.036 3.280  C3 1.497, H13 1.088, H14 1.088, H15 1.088
6 C -0.422 -1.201 -2.513  N7 1.502, S8 1.816, H16 1.089, H17 1.091
7 N 0.441 -0.012 -2.199  C4 1.452, C6 1.502, H18 1.033, H19 1.030
8 S -0.071 -2.571 -1.376  C6 1.816, H20 1.334
9 H -1.159 2.238 -2.133  C1 1.084
10 H -1.143 2.358 -0.305  C1 1.076
11 H 1.507 -0.432 0.711  C2 1.068
12 H -1.041 0.967 1.837  C3 1.080
13 H 1.196 -0.618 3.263  C5 1.088
14 H 0.427 0.843 3.904  C5 1.088
15 H -0.517 -0.634 3.721  C5 1.088
16 H -1.468 -0.902 -2.466  C6 1.089
17 H -0.180 -1.561 -3.514  C6 1.091
18 H 0.496 0.595 -3.032  N7 1.033
19 H 1.387 -0.355 -1.980  N7 1.030
20 H -0.805 -2.122 -0.357  S8 1.334

**HOMO level**: -0.501 hartree
**M**: 130.236 g mol⁻¹
**Charge**: +1
**Energy relative to the best compared isomer or geometry (same formula, charge and spin)**: 367.1 kJ/mol
**Total energy**: -18731.4490 eV
**Lowest unoccupied orbital energy**: -3.252 eV
**HOMO-LUMO gap**: 10.38 eV
**Multiplicity**: 1



8.
Computed, not measured: one molecule with the formula C6H12O, with the ωB97M-V functional and the def2-TZVPD basis.

Bonds (Å) are listed after each position.
Cartesian coordinates (Å):
1 C -2.344 2.045 0.403  C2 1.520, H8 1.102, H9 1.095, H10 1.094
2 C -0.838 1.873 0.526  C1 1.520, O3 1.411, H11 1.100, H12 1.100
3 O -0.507 0.536 0.223  C2 1.411, C4 1.415
4 C 0.864 0.190 0.151  O3 1.415, C5 1.503, H13 1.107, H14 1.106
5 C 0.917 -1.311 0.120  C4 1.503, C6 1.497, C7 1.495, H15 1.090
6 C 2.047 -2.004 -0.574  C5 1.497, C7 1.504, H16 1.087, H17 1.087
7 C 0.673 -1.997 -1.187  C5 1.495, C6 1.504, H18 1.089, H19 1.084
8 H -2.622 3.107 0.483  C1 1.102
9 H -2.621 1.670 -0.588  C1 1.095
10 H -2.881 1.464 1.160  C1 1.094
11 H -0.487 2.114 1.540  C2 1.100
12 H -0.383 2.573 -0.191  C2 1.100
13 H 1.327 0.607 -0.763  C4 1.107
14 H 1.470 0.549 1.003  C4 1.106
15 H 0.528 -1.796 1.015  C5 1.090
16 H 2.810 -1.382 -1.033  C6 1.087
17 H 2.416 -2.924 -0.127  C6 1.087
18 H 0.497 -1.357 -2.051  C7 1.089
19 H 0.096 -2.914 -1.182  C7 1.084

**HOMO level**: -0.358 hartree
**M**: 100.161 g mol⁻¹
**Energy relative to the best compared isomer or geometry (same formula, charge and spin)**: 148.6 kJ/mol
**Total energy**: -8462.8142 eV
**Lowest unoccupied orbital energy**: 1.208 eV
**HOMO-LUMO gap**: 10.94 eV
**Multiplicity**: 1



9.
Computed, not measured: one molecule with the formula C6H12O, with the ωB97M-V functional and the def2-TZVPD basis.

Bonds (Å) are listed after each position.
Cartesian coordinates (Å):
1 C -1.067 0.116 -1.827  C2 1.518, H8 1.098, H9 1.091, H10 1.098
2 C -0.459 -0.136 -0.459  C1 1.518, O3 1.442, C4 1.562, C7 1.542
3 O -0.562 -1.556 -0.232  C2 1.442, H11 0.971
4 C 1.028 0.339 -0.502  C2 1.562, C5 1.513, H12 1.095, H13 1.105
5 C 1.534 -0.242 0.800  C4 1.513, C6 1.552, H14 1.093, H15 1.093
6 C 0.375 0.098 1.774  C5 1.552, C7 1.563, H16 1.094, H17 1.092
7 C -0.835 0.526 0.882  C2 1.542, C6 1.563, H18 1.096, H19 1.095
8 H -0.397 -0.433 -2.502  C1 1.098
9 H -1.047 1.169 -2.110  C1 1.091
10 H -2.075 -0.290 -1.984  C1 1.098
11 H -1.371 -1.860 -0.674  O3 0.971
12 H 1.585 0.079 -1.408  C4 1.095
13 H 1.047 1.442 -0.439  C4 1.105
14 H 1.603 -1.321 0.638  C5 1.093
15 H 2.509 0.121 1.133  C5 1.093
16 H 0.654 0.901 2.462  C6 1.094
17 H 0.128 -0.780 2.375  C6 1.092
18 H -0.860 1.615 0.759  C7 1.096
19 H -1.790 0.212 1.315  C7 1.095

**HOMO level**: -0.367 hartree
**M**: 100.161 g mol⁻¹
**Energy relative to the best compared isomer or geometry (same formula, charge and spin)**: 51.3 kJ/mol
**Total energy**: -8463.8222 eV
**Lowest unoccupied orbital energy**: 0.920 eV
**HOMO-LUMO gap**: 10.90 eV
**Multiplicity**: 1



10.
Computed, not measured: one molecule with the formula C6H12O, with the ωB97M-V functional and the def2-TZVPD basis.

Bonds (Å) are listed after each position.
Cartesian coordinates (Å):
1 C 1.712 0.891 0.449  C2 1.513, H8 1.096, H9 1.092, H10 1.098
2 C 0.734 -0.219 0.135  C1 1.513, C3 1.520, O4 1.429, C5 1.479
3 C 1.291 -1.267 -0.816  C2 1.520, H11 1.096, H12 1.093, H13 1.097
4 O -0.035 -0.860 1.154  C2 1.429, C5 1.435
5 C -0.726 -0.004 0.233  C2 1.479, O4 1.435, C6 1.518, C7 1.526
6 C -1.363 1.134 1.009  C5 1.518, H14 1.094, H15 1.099, H16 1.093
7 C -1.625 -0.580 -0.857  C5 1.526, H17 1.095, H18 1.096, H19 1.098
8 H 2.659 0.509 0.849  C1 1.096
9 H 1.308 1.638 1.136  C1 1.092
10 H 1.928 1.393 -0.504  C1 1.098
11 H 1.444 -0.910 -1.841  C3 1.096
12 H 0.632 -2.139 -0.834  C3 1.093
13 H 2.259 -1.605 -0.426  C3 1.097
14 H -1.744 1.937 0.372  C6 1.094
15 H -2.219 0.706 1.550  C6 1.099
16 H -0.675 1.547 1.752  C6 1.093
17 H -2.181 -1.463 -0.525  C7 1.095
18 H -1.051 -0.852 -1.751  C7 1.096
19 H -2.349 0.186 -1.164  C7 1.098

**HOMO level**: -0.364 hartree
**M**: 100.161 g mol⁻¹
**Energy relative to the best compared isomer or geometry (same formula, charge and spin)**: 103.8 kJ/mol
**Total energy**: -8463.2778 eV
**Lowest unoccupied orbital energy**: 0.976 eV
**HOMO-LUMO gap**: 10.87 eV
**Multiplicity**: 1



Look up the total energy of the eighth one. -8462.8142 eV